Entry 1:
DFT (the ωB97M-V functional and the def2-TZVPD basis) results for a molecular structure, C19H27F6MnN4O3PS in a non-equilibrium geometry.

```
62
Properties=species:S:1:pos:R:3:forces:R:3
Mn -1.030300 -0.195100 -0.119000 2.1 -0.4 0.2
C 0.646600 0.070100 -4.279100 -0.3 0.0 0.4
C 0.714000 0.054000 -2.761300 -0.3 0.1 -0.2
O -0.354800 0.200100 -2.134200 -0.5 -0.1 0.5
C 2.002800 -0.082200 -2.180300 0.1 -0.1 0.7
C 2.305800 -0.119900 -0.825300 0.9 -0.1 -0.5
C 3.733400 -0.142800 -0.363700 -0.1 0.0 -0.1
N 1.357200 -0.118400 0.110500 -2.0 -0.2 0.9
N 1.745000 -0.134900 1.368500 1.2 -0.1 -0.6
C 0.744700 -0.098300 2.263700 -0.5 0.0 -0.7
O -0.471400 -0.097000 1.937400 -0.6 0.0 -0.5
C 1.126600 -0.050700 3.685300 -0.1 0.0 0.4
C 2.461800 -0.022700 4.088100 -0.1 0.0 -0.1
C 2.778900 0.029800 5.433800 0.0 0.0 0.1
C 1.770700 0.056600 6.386600 0.0 0.0 0.0
C 0.441300 0.019200 5.994200 0.0 0.0 0.1
C 0.120700 -0.033000 4.652800 0.0 0.0 -0.2
H -0.392500 0.134400 -4.594100 0.0 0.0 0.0
H 1.091100 -0.834700 -4.688000 0.1 -0.1 0.0
H 1.196000 0.923100 -4.671600 0.1 0.1 0.0
H 2.836400 -0.124400 -2.866400 0.0 0.0 0.0
H 4.437300 -0.119900 -1.189600 0.0 0.0 -0.1
H 3.893500 -1.031800 0.243300 0.1 0.0 0.1
H 3.889200 0.721500 0.279700 0.1 0.0 0.1
H 3.233200 -0.036000 3.335400 0.1 0.0 -0.1
H 3.813900 0.041500 5.750500 0.0 0.0 -0.1
H 2.018200 0.116100 7.437300 0.0 0.0 0.0
H -0.341200 0.022000 6.738200 -0.1 0.0 0.0
H -0.907900 -0.055200 4.331100 -0.1 0.0 0.0
C 1.698400 5.639000 1.161200 0.2 0.0 0.1
N 0.527800 5.322300 0.401100 -0.4 0.1 -0.2
C -0.412700 6.344600 -0.013900 0.0 0.2 0.0
C -1.483200 5.548400 -0.778400 -0.3 0.2 -0.2
N -0.920100 4.215400 -0.819800 -0.1 0.2 0.0
C 0.184600 4.109600 -0.061700 0.4 -0.3 0.0
S 1.037200 2.709600 0.222000 -0.1 -0.2 0.0
H 2.276000 6.419900 0.658800 0.0 0.0 0.0
H 2.303800 4.738100 1.246000 0.0 0.1 0.0
H 1.425000 5.987800 2.160600 0.0 0.0 0.0
H 0.087300 7.080500 -0.653700 -0.1 0.0 0.1
H -0.819000 6.859300 0.861100 0.0 0.1 -0.1
H -1.630900 5.925000 -1.793500 0.0 0.1 0.1
H -2.448400 5.556200 -0.264300 0.1 0.0 0.0
H -1.471600 3.414900 -1.074900 0.2 -0.1 0.1
C -1.523400 -3.701200 1.160700 -0.1 0.5 -0.4
C -1.748300 -2.931300 -0.149100 -1.2 -0.9 0.5
C -1.706100 -3.885200 -1.351500 0.1 0.7 0.2
O -0.790500 -1.943800 -0.297200 0.8 0.7 -0.4
H -2.293600 -4.457300 1.284900 -0.1 -0.1 0.1
H -1.554600 -3.003600 1.993600 0.0 0.0 0.2
H -0.548200 -4.179200 1.134800 0.1 -0.1 0.0
H -2.755600 -2.469100 -0.109100 0.2 -0.1 -0.1
H -0.733700 -4.363100 -1.398700 0.2 -0.1 0.0
H -1.867400 -3.323200 -2.266600 0.0 0.0 -0.2
H -2.478000 -4.640000 -1.249600 -0.1 -0.1 0.0
F -2.018000 1.607200 -0.025000 -0.2 -0.2 0.0
P -3.655300 1.045700 -0.112100 -0.8 0.8 0.0
F -4.006300 2.049300 1.071400 0.1 -0.3 -0.2
F -3.114000 0.031900 -1.291700 0.3 0.0 0.3
F -3.191500 -0.101000 0.963900 0.3 0.1 -0.2
F -3.914700 2.180500 -1.209900 0.1 -0.3 0.2
F -5.113500 0.448600 -0.202200 0.2 0.1 0.0
```
Forces are in eV/Å.

multiplicity	6
maximum force	0.0426	hartree/bohr
expectation value of S²	8.8996
HOMO (spin up / spin down)	-7.564 / -8.111	eV
LUMO (spin up / spin down)	-2.1025 / -1.7745	eV
total charge	0
relative energy (zero: lowest compared OMol25 entry of this formula, charge and spin)	31.6	kcal per mole
electronic energy	-3674.9279	Ha

Here are the Löwdin charges for atoms 1 to 2, given in e: 1.0515 -0.0045

Entry 2:
DFT (the ωB97M-V functional and the def2-TZVPD basis) results for a gas-phase ion, C19H27N2O3 (charge +1) in a non-equilibrium geometry.

```
51
Properties=species:S:1:pos:R:3:forces:R:3
O -6.067888 -2.032447 -0.347731 -0.2 0.2 0.0
H -6.811186 -2.386550 -0.846387 0.0 0.0 0.0
C -4.985230 -2.928194 -0.422235 0.4 -0.2 0.1
C -3.895433 -2.426830 0.527289 -0.4 -0.2 -0.3
N -3.433993 -1.110188 0.133045 0.1 0.1 0.0
C -2.424825 -1.098975 -0.896410 -0.2 0.2 0.0
C -2.346981 0.304193 -1.493826 0.0 -0.8 -0.5
N -2.000226 1.269425 -0.430045 0.4 -0.1 0.2
C -1.772687 2.646324 -0.927448 0.3 0.9 0.1
H -2.705352 3.209307 -0.858555 0.0 -0.1 0.0
H -1.460138 2.607527 -1.971946 0.0 -0.1 0.1
C -0.686265 3.365292 -0.110796 0.4 -0.3 -0.4
O -1.133060 3.426154 1.218862 -0.1 0.0 0.2
H -0.512224 3.925542 1.761067 0.0 0.0 0.0
C 0.681412 2.662765 -0.229585 -0.1 0.5 0.0
O 0.559664 1.355814 0.293588 0.2 -0.2 0.0
C 1.669999 0.516365 0.280048 0.2 0.0 -0.1
C 2.891269 0.846034 -0.234882 -0.5 0.3 0.0
C 3.946775 -0.092933 -0.204172 0.0 -0.4 0.2
C 5.220843 0.213037 -0.722848 0.2 0.0 0.0
C 6.228433 -0.710749 -0.681720 -0.1 0.2 -0.1
C 6.008974 -1.978866 -0.122375 -0.1 -0.2 0.1
C 4.783317 -2.305352 0.388332 0.2 0.0 0.0
C 3.724617 -1.375253 0.361358 0.2 0.3 -0.2
C 2.448889 -1.674031 0.884712 -0.2 0.1 0.0
C 1.443015 -0.754435 0.846119 0.0 -0.1 0.1
H 0.469974 -0.971679 1.261283 -0.1 0.0 0.1
H 2.278820 -2.645901 1.322819 0.0 -0.1 0.1
H 4.608071 -3.278856 0.821780 0.0 -0.1 0.0
H 6.817121 -2.693600 -0.097869 0.0 -0.1 0.0
H 7.202124 -0.469166 -1.079654 0.1 0.0 0.0
H 5.389290 1.189888 -1.152482 0.0 0.1 0.0
H 3.088418 1.815135 -0.666519 0.0 0.1 0.0
H 0.988851 2.635488 -1.283257 0.0 0.0 0.1
H 1.432876 3.226975 0.337623 0.0 -0.1 -0.1
H -0.572678 4.376344 -0.532512 0.0 -0.2 -0.1
C -3.014082 1.203396 0.648028 -0.5 -0.2 0.9
C -3.070371 -0.215094 1.204455 -0.1 0.1 -0.2
H -3.837560 -0.253842 1.977609 0.1 0.1 0.0
H -2.097957 -0.471441 1.666560 0.0 0.0 0.0
H -2.743089 1.920339 1.422680 0.0 -0.1 -0.2
H -3.986436 1.459343 0.223409 0.1 0.0 -0.1
H -1.084205 0.978191 -0.014273 -0.3 0.0 -0.2
H -1.588967 0.339126 -2.278128 0.0 0.1 0.1
H -3.319274 0.577426 -1.908092 0.1 0.1 0.0
H -2.702638 -1.800990 -1.682621 0.1 0.1 0.0
H -1.426829 -1.392230 -0.514210 0.0 0.0 -0.1
H -3.077398 -3.160858 0.568215 0.0 0.0 0.1
H -4.341792 -2.346377 1.518447 0.0 0.0 0.0
H -5.280333 -3.937725 -0.108112 0.1 0.1 -0.1
H -4.603822 -2.986770 -1.452081 0.0 -0.1 0.1
```
Forces are in eV/Å.

multiplicity	1
maximum force	0.0201	hartree/bohr
HOMO	-10.717	eV
LUMO	-2.1984	eV
total charge	+1
relative energy (zero: lowest compared OMol25 entry of this formula, charge and spin)	0.0	kcal per mole
electronic energy	-1075.2016	Ha

Here are the Löwdin charges for atoms 1 to 2, given in e: -0.0565 0.0940

Entry 3:
DFT (the ωB97M-V functional and the def2-TZVPD basis) results for a molecular structure, C19H27N2Rh in a non-equilibrium geometry.

```
49
Properties=species:S:1:pos:R:3:forces:R:3
C -1.802814 -0.415262 -1.480930 -0.6 -1.9 -1.9
H -2.326371 -1.368280 -1.676315 0.2 0.2 0.1
H -2.498990 0.100132 -0.803525 0.6 0.0 0.5
H -0.734396 -0.884599 -1.099468 -2.0 -0.7 -2.1
C -1.648222 0.315667 -2.813633 0.7 0.1 0.1
H -1.270605 1.324881 -2.616045 0.0 0.0 -0.1
H -0.881303 -0.210245 -3.390764 0.0 0.1 0.0
C -2.929142 0.392247 -3.645020 -0.2 0.0 0.1
H -2.741323 0.967950 -4.556126 0.0 -0.1 0.2
H -3.273453 -0.602471 -3.945055 0.1 0.1 0.1
H -3.739412 0.888164 -3.099019 0.1 -0.1 -0.1
C 0.877522 0.997824 1.559486 2.1 1.5 2.7
C 0.442035 1.974336 0.617083 1.3 2.6 1.0
C -0.984976 1.968624 0.605609 -0.9 3.8 1.2
C -1.430485 1.000771 1.555813 -1.8 1.3 2.4
C -0.277140 0.401272 2.147633 0.8 0.4 3.0
C -0.259804 -0.630419 3.228932 -0.1 -0.3 -0.2
C -2.852347 0.693864 1.899431 0.0 -0.2 -0.2
C -1.863824 2.869789 -0.202897 0.1 -0.3 -0.3
C 1.343167 2.871624 -0.167464 0.0 -0.2 -0.4
C 2.294051 0.763550 1.984878 0.1 -0.1 -0.1
Rh -0.309311 0.129349 0.110010 -1.1 -6.3 -6.6
H -2.914787 -0.279069 2.390665 -0.2 0.1 0.0
H -3.278544 1.446470 2.571996 0.2 0.0 -0.1
H -3.468308 0.666479 0.996374 -0.1 0.0 0.2
H -1.213818 -1.161377 3.263846 0.2 0.0 0.1
H 0.534361 -1.362833 3.048308 -0.1 0.1 0.1
H -0.079285 -0.185524 4.215823 0.0 0.0 -0.2
H 2.989229 1.037409 1.185346 -0.1 0.0 0.2
H 2.554653 1.359844 2.870328 -0.1 -0.1 -0.2
H 2.459227 -0.289100 2.239354 0.0 0.2 0.0
H 0.826145 3.263007 -1.046820 0.2 0.0 0.1
H 1.688903 3.724785 0.431390 -0.1 -0.2 0.0
H 2.229345 2.322827 -0.502913 -0.1 0.2 0.0
H -2.660143 2.298561 -0.691642 0.0 0.2 0.0
H -2.339057 3.633715 0.422688 0.1 -0.1 0.0
H -1.278179 3.373152 -0.974817 -0.2 0.0 0.1
N 5.071869 -5.165507 -0.608192 -1.9 1.8 0.2
C 4.225866 -4.361127 -0.539960 1.5 -1.4 -0.1
C 3.177705 -3.366336 -0.450139 0.0 0.0 0.0
C 1.988938 -3.651749 0.223473 -0.7 0.2 0.3
C 1.000515 -2.668299 0.312921 0.9 -0.2 -0.5
N 1.175187 -1.470824 -0.274657 0.7 0.0 0.6
C 2.315259 -1.165554 -0.911230 0.3 -0.7 0.0
C 3.339286 -2.104440 -1.023915 0.0 0.6 -0.2
H 1.814879 -4.616622 0.689558 0.1 0.1 -0.1
H 0.058032 -2.835031 0.837902 0.3 0.0 -0.1
H 2.397357 -0.157911 -1.337240 0.0 -0.5 0.1
H 4.252509 -1.833715 -1.551059 -0.2 -0.2 0.1
```
Forces are in eV/Å.

multiplicity	5
maximum force	0.1789	hartree/bohr
expectation value of S²	6.0079
HOMO (spin up / spin down)	-14.027 / -16.668	eV
LUMO (spin up / spin down)	-6.7961 / -10.7526	eV
total charge	+2
relative energy (zero: lowest compared OMol25 entry of this formula, charge and spin)	4.5	kcal per mole
electronic energy	-959.4134	Ha

Here are the Löwdin charges for atoms 1 to 2, given in e: -0.1546 0.1240

Entry 4:
DFT (the ωB97M-V functional and the def2-TZVPD basis) results for C19H27N3O3 in the gas phase.

```
52
Properties=species:S:1:pos:R:3:forces:R:3
C 3.501164 -0.308726 -1.270093 0.0 0.3 -0.3
H 3.351176 0.154398 -0.298274 0.0 0.0 0.1
C 2.606742 0.361123 -2.312576 0.2 -0.2 0.3
N 1.208337 0.293986 -1.917195 -0.1 0.0 -0.1
C 0.663747 1.526987 -1.391059 -0.1 0.2 -0.1
H 1.359891 1.890436 -0.630076 -0.1 0.0 0.1
C 0.402279 2.632327 -2.421610 0.1 -0.3 0.2
H -0.334486 2.307449 -3.152229 -0.1 0.0 -0.1
H 1.315791 2.897524 -2.949066 0.1 0.1 -0.1
H 0.025176 3.520506 -1.921405 -0.1 0.1 0.0
H -0.276474 1.282454 -0.887307 0.0 0.0 0.1
C 0.344208 -0.417678 -2.837303 0.1 -0.3 0.0
H 0.520652 -0.149626 -3.891462 -0.1 0.0 0.0
C 0.534271 -1.930561 -2.658528 -0.2 0.2 -0.2
N 0.320341 -2.280113 -1.274904 0.4 0.1 -0.1
C -0.796728 -2.913047 -0.854342 0.2 -0.2 0.5
O -1.575719 -3.463229 -1.600329 -0.4 -0.1 -0.2
C -0.962586 -2.905188 0.671558 -0.3 -0.1 -0.2
C -0.939420 -1.504714 1.175110 -0.6 0.3 0.1
C -1.998605 -0.614104 1.200070 0.7 -0.4 0.0
N -1.556905 0.634167 1.599398 0.0 0.0 -0.3
C -0.224932 0.544678 1.874012 0.4 -0.4 -0.2
C 0.666745 1.508896 2.339664 0.0 0.2 0.1
C 1.980941 1.140355 2.513056 -0.1 0.1 0.0
C 2.418743 -0.161213 2.240767 0.1 -0.2 0.0
C 1.549926 -1.121189 1.781562 0.0 0.1 0.1
C 0.208493 -0.775459 1.591515 -0.3 0.4 0.2
H 1.892771 -2.125742 1.581570 0.1 -0.1 0.0
H 3.457742 -0.408235 2.401630 0.1 0.0 0.0
H 2.693306 1.868092 2.872962 0.0 0.1 0.0
H 0.345275 2.514832 2.563135 0.0 0.1 0.0
C -2.376643 1.772934 1.929552 -0.3 0.4 0.3
C -2.892815 1.686812 3.365153 0.1 0.1 -0.2
H -2.061397 1.636886 4.064917 0.0 0.0 0.1
H -3.496559 2.559608 3.598180 -0.1 0.1 0.1
H -3.503671 0.795867 3.492129 -0.1 -0.1 0.0
H -1.768799 2.672001 1.801633 -0.1 -0.1 -0.1
H -3.212741 1.821837 1.231641 0.2 0.1 0.1
C -3.377157 -0.952830 0.851381 -0.8 -0.4 -0.1
O -3.871484 -2.040944 1.012176 0.2 0.1 0.0
O -4.085027 0.060651 0.304458 0.1 0.4 -0.2
H -4.967547 -0.266769 0.069854 0.2 -0.2 0.1
H -0.147550 -3.479599 1.114117 0.0 0.0 0.0
H -1.913057 -3.383757 0.903012 0.2 0.0 0.0
H 0.828155 -1.694965 -0.625188 -0.1 0.0 0.0
H 1.545726 -2.225593 -2.952759 -0.1 0.0 -0.1
H -0.190792 -2.482728 -3.259166 0.1 0.0 0.0
H -0.691865 -0.174867 -2.590610 0.0 0.0 0.0
H 2.743460 -0.133937 -3.278939 0.0 0.1 0.0
H 2.926820 1.402608 -2.432347 0.0 0.0 -0.1
H 3.264502 -1.365882 -1.185934 0.0 -0.2 0.0
H 4.546580 -0.206720 -1.551509 0.2 0.0 0.0
```
Forces are in eV/Å.

multiplicity	1
maximum force	0.0174	hartree/bohr
HOMO	-8.128	eV
LUMO	0.2829	eV
total charge	0
relative energy (zero: lowest compared OMol25 entry of this formula, charge and spin)	30.1	kcal per mole
electronic energy	-1130.2414	Ha

Here are the Löwdin charges for atoms 1 to 2, given in e: -0.0730 0.0512